The following is a DFT calculation (wB97M-V/def2-TZVPD) of a structure of composition C23H33CoN6O4S4.

XYZ file:
```
71
Properties=species:S:1:pos:R:3:forces:R:3
Co 0.009 -0.591 -0.421 0.3 -0.4 -0.1
O -2.205 -1.155 3.245 0.0 0.1 -0.1
C -1.676 -0.922 2.052 -0.2 -0.2 -0.2
O -0.509 -0.658 1.862 0.1 0.1 0.1
C -2.647 -1.045 0.920 0.1 0.0 0.1
C -4.019 -1.102 1.018 -0.2 -0.1 0.1
C -4.743 -1.156 -0.174 0.0 0.0 0.0
C -4.079 -1.158 -1.391 -0.2 -0.1 0.0
C -2.694 -1.093 -1.387 0.2 0.0 0.0
N -2.025 -1.042 -0.250 0.1 0.4 0.1
C -1.817 -1.073 -2.641 0.2 0.0 0.0
O -2.347 -1.330 -3.705 0.2 0.1 0.1
O -0.570 -0.803 -2.400 -0.3 -0.3 -0.2
H -1.508 -1.066 3.910 0.1 0.0 0.1
H -4.501 -1.103 1.988 0.0 0.0 -0.1
H -5.826 -1.194 -0.147 0.1 0.0 0.0
H -4.600 -1.205 -2.338 0.0 0.0 0.0
C 3.234 -1.949 1.145 0.2 0.3 -0.1
C 3.621 -1.486 -0.274 -0.2 -0.1 0.1
S 2.493 -0.328 -1.099 -0.2 0.1 0.0
C 3.207 1.317 -0.858 0.0 -0.2 0.0
C 3.630 1.691 0.549 -0.1 0.1 0.1
S 2.228 1.806 1.698 -0.1 -0.1 -0.1
C 2.954 1.234 3.257 -0.1 -0.1 -0.1
C 2.935 -0.281 3.447 0.0 0.1 -0.1
S 4.189 -1.184 2.491 0.0 -0.1 0.0
H 3.409 -3.020 1.227 0.0 -0.1 -0.1
H 2.180 -1.772 1.334 0.0 0.0 0.0
H 3.615 -2.344 -0.947 0.1 0.0 0.0
H 4.621 -1.053 -0.313 0.0 0.0 0.0
H 2.431 1.984 -1.239 0.0 0.0 0.0
H 4.065 1.392 -1.524 0.0 0.1 0.0
H 4.135 2.656 0.507 0.1 0.0 0.0
H 4.324 0.960 0.950 0.1 -0.1 0.0
H 2.333 1.694 4.028 0.1 0.0 0.0
H 3.961 1.642 3.357 0.0 0.0 0.1
H 1.956 -0.681 3.180 0.0 0.0 0.1
H 3.127 -0.518 4.495 0.0 0.0 0.0
N -0.270 1.398 -0.393 -0.1 0.3 -0.1
C -0.443 2.487 -0.738 -0.1 0.7 -0.1
N -0.639 3.723 -1.134 0.0 -0.3 0.2
C 0.300 4.342 -2.106 -0.2 0.0 0.2
C -0.280 5.674 -2.569 -0.1 -0.1 0.1
C -1.784 5.527 -2.792 0.0 0.0 0.1
C -2.507 5.320 -1.448 0.1 -0.1 -0.1
C -1.616 4.592 -0.433 0.1 -0.1 -0.2
H 0.395 3.665 -2.953 0.0 -0.1 0.0
H 1.282 4.470 -1.650 0.1 0.0 0.1
H 0.234 5.968 -3.482 0.0 0.0 0.0
H -0.088 6.451 -1.825 0.0 0.0 0.0
H -1.960 4.670 -3.447 0.0 0.0 0.0
H -2.187 6.403 -3.298 0.0 0.0 0.0
H -3.431 4.764 -1.604 0.0 0.0 0.0
H -2.779 6.285 -1.018 0.0 0.0 0.0
H -2.202 3.965 0.230 0.0 -0.1 0.1
H -1.067 5.297 0.189 0.1 0.0 0.0
C -1.800 -5.833 1.893 0.1 0.0 0.0
C -0.298 -5.515 1.918 -0.2 0.0 -0.1
C 0.090 -4.584 0.810 0.1 0.0 -0.2
N 0.148 -3.308 0.911 0.1 0.2 -0.4
N 0.487 -2.670 -0.280 -0.3 -0.6 0.0
C 0.661 -3.515 -1.281 0.0 0.2 0.5
N 1.017 -3.161 -2.532 -0.1 0.3 0.0
S 0.451 -5.158 -0.800 0.0 -0.2 0.0
H -2.052 -6.544 2.681 0.0 0.1 0.0
H -2.094 -6.272 0.935 0.0 0.0 0.1
H -2.387 -4.924 2.046 0.0 -0.1 0.0
H 0.277 -6.437 1.833 0.0 0.0 0.0
H -0.024 -5.037 2.856 0.0 0.0 0.1
H 0.685 -2.240 -2.829 0.0 0.0 0.0
H 0.988 -3.870 -3.243 0.0 -0.1 0.0
```
Positions in Å, forces in eV/Å.

Results
HOMO (spin up / spin down)	-10.7 / -10.7	eV
Kohn-Sham gap (spin up / spin down)	7.87 / 7.85	eV
charge	+1
energy relative to the best compared isomer or geometry (same formula, charge and spin)	3.1	kcal/mol
multiplicity	4
M	644.8	g/mol

Atomic charges from the Löwdin analysis, expressed in e, are listed below: Co 0.555; O 0.164; C -0.446; O 0.050; C -0.169; C 0.032; C -0.007; C 0.042; C -0.140; N 0.099; C -0.568; O 0.081; O -0.148; H 0.145; H 0.128; H 0.121; H 0.132; C -0.524; C -0.473; S 0.904; C -0.508; C -0.525; S 0.854; C -0.535; C -0.530; S 0.886; H 0.068; H 0.025; H 0.065; H 0.079; H 0.049; H 0.085; H 0.081; H 0.030; H 0.071; H 0.080; H 0.054; H 0.070; N 0.164; C -0.187; N -0.068; C -0.125; C -0.175; C -0.182; C -0.160; C -0.117; H 0.131; H 0.121; H 0.120; H 0.120; H 0.117; H 0.114; H 0.111; H 0.115; H 0.124; H 0.125; C -0.087; C -0.233; C -0.590; N 0.041; N -0.075; C -0.678; N 0.128; S 1.140; H 0.079; H 0.076; H 0.072; H 0.109; H 0.114; H 0.076; H 0.106